# C34H39N7O2

6 unconnected molecules or ions with the total composition C34H39N7O2 at a distorted geometry (ωB97M-V with the def2-TZVPD basis set, the Open Molecules 2025 dataset).

Summary:
SMILES string: C#CCCCc1cccc2c1C(=O)N(CN)C2=O.c1cc[nH]c1.c1cc[nH]c1.c1cc[nH]c1.c1cc[nH]c1.c1cc[nH]c1
Net charge: 0
Largest force on an atom (eV/A): 1.424
Frontier orbital gap (eV): 7.8
HOMO (Eh): -0.29417
ΔE to the lowest compared entry with this formula, charge and spin (kcal/mol): 5.8

XYZ file:
```
82
C34H39N7O2 | the Open Molecules 2025 dataset | ωB97M-V with the def2-TZVPD basis set
O -0.8008 -2.5354 -3.7518
O -1.0087 1.8584 -4.9123
N -2.8059 4.2813 0.0960
N 2.1625 -1.6471 1.9133
N -4.8943 -0.0011 5.6366
N -1.4171 -0.3619 -4.3410
N -0.8967 -0.9702 1.7774
N 3.3524 2.0166 4.7280
N -3.2705 -1.6618 -5.1593
C 1.2269 -3.5475 -1.0584
C 0.5176 -1.2453 -5.3083
C 1.4927 -4.1780 -2.0389
C 3.9662 -2.3619 2.9818
C -3.1972 5.3363 0.8744
C 2.3952 -0.1323 -6.9493
C 2.4584 -3.8555 -4.2553
C -0.8856 1.1223 1.0587
C 4.0306 4.1042 5.0095
C -0.8469 -0.1841 0.6541
C -4.1605 -1.6340 6.9363
C 3.9430 -0.9406 3.0152
C 2.4490 -1.4779 -6.6447
C -5.0274 -0.5772 6.8709
C -3.9497 -0.6749 4.9130
C -0.9666 1.1264 2.4799
C 1.7871 -4.8564 -3.2767
C -0.9732 -0.1789 2.8924
C -3.4757 -1.6968 5.6918
C 0.4727 0.0959 -5.6209
C 4.2649 2.9471 4.3148
C 2.8557 -2.7660 2.2923
C 1.5518 -3.5414 -5.4750
C 1.5087 -2.0732 -5.8110
C 2.8199 -0.5313 2.3442
C 2.9330 3.8596 5.8784
C -2.8039 6.4882 0.2482
C -0.6354 -1.5332 -4.3951
C -2.8847 -0.4324 -4.4872
C -0.7247 0.6886 -4.9473
C 1.4030 0.6831 -6.4434
C -2.1705 4.7455 -1.0235
C -2.1517 6.1127 -0.9578
C 2.5389 2.5625 5.6809
H -0.8827 -1.9743 1.7804
H 2.4980 -3.7495 2.0387
H -0.7876 -0.6213 -0.3297
H -1.7194 6.7714 -1.6919
H -5.4109 0.7944 5.3118
H 0.5357 -3.8743 -5.3230
H -5.7236 -0.1867 7.5929
H -2.7221 -2.4112 5.4041
H -3.7186 5.1771 1.8026
H 1.3025 -1.6435 1.3985
H -3.7648 -2.2799 -4.5361
H 1.3362 1.7354 -6.6725
H 3.3776 -4.2780 -4.6414
H -3.6969 -0.3706 3.9115
H -4.0303 -2.2895 7.7807
H -0.8568 1.9813 0.4082
H 2.6796 -2.9255 -3.7490
H 4.7110 -3.0088 3.4134
H -2.9651 7.4888 0.6125
H 2.4305 0.4529 2.1394
H -1.0126 1.9896 3.1228
H 0.9967 -2.7224 -0.4412
H -2.9600 3.3136 0.3133
H 1.9214 -4.0653 -6.3550
H 4.9994 2.7076 3.5647
H 1.7529 1.9839 6.1352
H -3.3182 -0.4179 -3.4904
H -1.7892 4.0664 -1.7674
H -3.2489 0.4496 -4.9980
H 4.6735 -0.2950 3.4763
H 2.4857 4.5556 6.5681
H 0.8782 -5.2791 -3.6889
H 3.1574 0.2724 -7.5960
H -1.0231 -0.6116 3.8773
H 3.2212 -2.1191 -7.0413
H 2.4721 -5.6802 -3.0908
H -3.8531 -1.4663 -5.9593
H 4.5833 5.0230 4.9069
H 3.2885 1.0750 4.3820
```

***

# C15H26N2O7P2

2 unconnected molecules or ions with the total composition C15H26N2O7P2 (ωB97M-V with the def2-TZVPD basis set, the Open Molecules 2025 dataset).

Summary:
SMILES string: CCCCCC(=O)O[C@@](N)(CNC)PP(=O)(O)O.O=C1C=CC(=O)C=C1
Net charge: 0
Largest force on an atom (eV/A): 0.613
Frontier orbital gap (eV): 6.9
HOMO (Eh): -0.31368
ΔE to the lowest compared entry with this formula, charge and spin (kcal/mol): 0.0

XYZ file:
```
52
C15H26N2O7P2 | the Open Molecules 2025 dataset | ωB97M-V with the def2-TZVPD basis set
P -0.6030 1.6611 0.6440
P -0.3673 1.5513 -1.5271
O -0.8560 0.3397 1.2389
O 0.5605 2.5289 1.2677
O 1.7184 -0.4874 -1.5698
O -4.9144 2.2484 0.8884
O -6.8064 1.4938 5.7737
O 2.4528 0.7021 0.1673
O -1.7882 2.7065 0.8141
N -0.6094 -2.4362 -2.1259
N 0.2443 -0.1683 -3.3787
C 5.5613 -0.5001 -0.6445
C 5.5112 -1.9219 -0.0988
C -5.3461 2.0767 2.0113
C 3.6968 0.8084 -1.8635
C 4.1065 -2.4484 0.1846
C -0.5213 -1.2584 -1.2872
C 4.7624 -0.2959 -1.9465
C -5.0072 2.2116 4.4350
C 2.5653 0.3910 -0.9892
C -6.7086 1.5328 2.2288
C -1.7779 -3.2872 -1.9085
C -4.5313 2.4026 3.2081
C -7.1838 1.3410 3.4557
C -6.3712 1.6664 4.6572
C 0.3238 -0.1403 -1.9403
H -0.0132 -1.4770 -0.3494
H 0.2344 -2.9812 -2.0357
H 6.0153 -2.5906 -0.8026
H 0.7403 2.4069 -1.6632
H -4.4342 2.4395 5.3245
H -2.5637 -2.7176 -1.4178
H 1.2423 1.9305 1.6092
H -1.5122 -0.8830 -1.0513
H 6.0856 -1.9760 0.8273
H -7.2795 1.3045 1.3379
H 0.9670 -0.7507 -3.7766
H 6.6031 -0.2328 -0.8207
H 5.1844 0.1832 0.1204
H 5.4439 -0.0351 -2.7547
H 4.1463 1.7019 -1.4340
H -1.5532 -4.1567 -1.2860
H -2.6415 2.2485 0.7448
H -8.1731 0.9438 3.6428
H 0.2464 0.7475 -3.8043
H 3.5273 -1.7102 0.7419
H 4.2908 -1.2370 -2.2306
H 3.5532 -2.6957 -0.7196
H -2.1656 -3.6491 -2.8611
H -3.5400 2.7981 3.0221
H 3.3279 1.0083 -2.8682
H 4.1567 -3.3386 0.8100
```

***

# C12H28ClN4O4

A molecular structure, C12H28ClN4O4 at a distorted geometry (ωB97M-V with the def2-TZVPD basis set, the Open Molecules 2025 dataset).

Summary:
Net charge: -1
Largest force on an atom (eV/A): 5.794
Frontier orbital gap (eV): 7.7
HOMO (Eh): -0.17208
ΔE to the lowest compared entry with this formula, charge and spin (kcal/mol): 261.9

XYZ file:
```
49
C12H28ClN4O4 | the Open Molecules 2025 dataset | ωB97M-V with the def2-TZVPD basis set
Cl 0.5482 -0.6644 0.3510
O 1.2403 2.3337 0.2421
O -3.3607 -1.3087 -2.2835
O -1.0869 1.8280 4.4708
O 3.8057 -0.1217 -0.5484
N -1.7552 -1.5262 -0.7442
N 3.2582 -1.9423 -1.7505
N -0.9734 2.2289 -0.1006
N -0.8735 -0.2344 3.6561
C -1.3889 -0.0555 -2.6788
C -1.0545 0.9352 -0.7533
C 5.4172 -0.8402 -1.9968
C -1.2065 1.0643 3.5278
C 0.1111 2.8052 0.3210
C -2.2238 -1.0093 -1.8922
C -0.0635 4.2721 0.7140
C 2.0100 -2.2330 -1.1620
C 4.0937 -0.9607 -1.4046
C -1.6566 1.6221 2.1789
C -2.5280 -2.4168 0.1504
C -0.9961 -1.3092 2.6435
H -1.2890 2.6254 1.9634
H -1.8788 0.9079 -2.8205
H -0.4882 -0.4850 4.5554
H 6.1024 -0.4609 -1.2387
H 1.3814 -1.3649 -0.9636
H -3.5932 -2.2313 0.0121
H -0.9138 4.4847 1.3619
H 5.7170 -1.8064 -2.4027
H -0.1233 -1.3891 1.9956
H -2.7459 1.6024 2.1446
H -0.4216 0.0052 -2.1802
H -1.7062 0.3177 -0.1353
H -0.8356 -1.2456 -0.4349
H -0.3033 4.8444 -0.1821
H -0.1303 0.4006 -0.9725
H 5.4940 -0.1799 -2.8606
H 2.2425 -2.8340 -0.2829
H -1.9371 -1.2779 2.0943
H -2.2518 -3.4413 -0.0991
H 0.9042 4.5865 1.1051
H -1.6047 1.2798 -1.6289
H -1.1278 -2.2302 3.2114
H -1.2860 1.0431 1.3330
H -1.1967 -0.5215 -3.6452
H -1.8560 2.6203 0.1957
H 3.4728 -2.5665 -2.5150
H 1.4426 -2.9456 -1.7607
H -2.3843 -2.2054 1.2100
```

***

# C23H29N2

2 unconnected molecules or ions with the total composition C23H29N2 at a distorted geometry (ωB97M-V with the def2-TZVPD basis set, the Open Molecules 2025 dataset).

Summary:
Net charge: +1
Largest force on an atom (eV/A): 2.092
Frontier orbital gap (eV): 5.5
HOMO (Eh): -0.37845
ΔE to the lowest compared entry with this formula, charge and spin (kcal/mol): 0.0

XYZ file:
```
54
C23H29N2 | the Open Molecules 2025 dataset | ωB97M-V with the def2-TZVPD basis set
N 1.4643 -3.2579 -1.0558
N -1.2615 0.2352 2.8703
C 0.1557 0.2602 3.2883
C 2.1978 -2.2491 -0.4868
C 0.5553 -1.3042 -1.7657
C 1.6908 -1.0017 -0.9189
C -1.4027 -1.0831 -3.1282
C -3.5586 -0.5091 3.1269
C 0.8389 3.7686 -0.5285
C -2.0643 1.4447 3.2191
C -0.5752 -3.2862 -2.6087
C 0.0077 5.2711 -2.3530
C -0.4018 -0.4985 -2.3903
C 1.3648 2.5788 -0.0930
C -2.0916 -0.9470 3.2426
C -1.4815 -2.4716 -3.2496
C 0.4465 -2.7024 -1.8533
C 0.6423 4.0070 -1.8858
C 1.6772 1.5417 -0.9938
C 1.0233 3.0234 -2.7957
C -3.5418 1.0384 3.1197
C 3.3369 -2.4687 0.4343
C 1.6652 -4.6916 -0.8381
C 1.5247 1.8161 -2.3699
C 2.1211 0.2704 -0.4856
H -0.9444 5.0683 -2.8462
H -1.8482 -1.7820 2.5779
H -1.8066 2.2591 2.5347
H 1.5065 2.3986 0.9572
H -1.8436 -1.2635 4.2618
H -2.2693 -2.9110 -3.8423
H 0.5463 4.5176 0.1879
H 1.8097 1.0640 -3.0857
H 0.9319 -5.2774 -1.3868
H -3.9846 1.4279 2.1954
H -1.8066 1.7791 4.2302
H -4.1334 1.4552 3.9432
H 2.6587 -4.9863 -1.1681
H 0.9132 3.2204 -3.8487
H -0.1901 5.9474 -1.5194
H 3.7663 -1.5240 0.7751
H -4.1674 -0.9062 3.9477
H 0.6687 -0.6165 2.8991
H -0.6464 -4.3571 -2.6786
H 0.6418 1.1458 2.8853
H 0.6499 5.7903 -3.0651
H -3.9985 -0.8978 2.2009
H -2.1410 -0.4662 -3.6163
H 1.5726 -4.9278 0.2195
H 2.7405 0.2925 0.3962
H 3.0214 -3.0344 1.3141
H -0.3658 0.5674 -2.2820
H 4.1266 -3.0388 -0.0598
H 0.2584 0.2706 4.3720
```

***

# C6H13Br2N2

A gas-phase ion, C6H13Br2N2 (charge +1) at a distorted geometry (ωB97M-V with the def2-TZVPD basis set, the Open Molecules 2025 dataset).

Summary:
Net charge: +1
Largest force on an atom (eV/A): 3.951
Frontier orbital gap (eV): 8.3
HOMO (Eh): -0.43098
ΔE to the lowest compared entry with this formula, charge and spin (kcal/mol): 74.8

XYZ file:
```
23
C6H13Br2N2 | the Open Molecules 2025 dataset | ωB97M-V with the def2-TZVPD basis set
Br 2.6739 1.8483 0.0416
Br -2.6989 1.7843 0.4611
N 1.6271 -0.0472 2.0110
N -0.3879 -1.9031 0.2376
C 0.5519 0.4256 1.0264
C -0.5389 -0.6319 0.8611
C -1.1425 0.8725 -1.7809
C -1.8820 0.3765 -0.6035
C 1.0553 0.7397 -0.3709
C 0.0824 1.6295 -1.1949
H -1.0382 -0.7274 1.8212
H 1.4781 -0.0681 -0.9514
H 0.1988 -2.0595 -0.5081
H 0.4780 2.1547 -2.1451
H 0.0790 1.3042 1.4710
H -1.2645 -2.3267 0.2284
H -0.2133 2.4069 -0.4279
H -0.8927 0.0196 -2.3956
H -1.5872 1.5309 -2.4551
H 2.2345 0.7816 1.8279
H 1.3223 -0.2558 3.0424
H 2.1044 -0.8250 1.5843
H -2.6514 -0.3670 -0.7827
```

***

# C22H25HfN10PS

A molecular structure, C22H25HfN10PS (ωB97M-V with the def2-TZVPD basis set, the Open Molecules 2025 dataset).

Summary:
Net charge: +4
Largest force on an atom (eV/A): 0.678
Frontier orbital gap (eV): 6.9
HOMO (Eh): -0.71699
ΔE to the lowest compared entry with this formula, charge and spin (kcal/mol): 1.3

XYZ file:
```
60
C22H25HfN10PS | the Open Molecules 2025 dataset | ωB97M-V with the def2-TZVPD basis set
Hf -1.1487 0.2851 -0.6007
S -3.6734 0.1298 -0.3504
P 1.4437 0.8854 -0.5275
N -4.5243 0.4541 3.4536
N -0.8190 -1.7176 -0.1836
N -0.8683 -4.1089 -0.4817
N -1.3971 0.5480 1.7697
N -4.8270 0.2850 2.1379
N -1.3515 -6.3084 -0.8059
N 0.2246 -5.7313 0.7770
N -0.9907 2.5551 -0.5469
N -2.7280 0.4725 2.2187
N 1.3293 2.5302 -0.8684
C 4.5828 0.0456 1.8487
C 3.0619 0.4809 0.0408
C -0.7951 -2.9187 -0.2836
C 0.1623 3.2515 -0.7093
C 5.6426 0.0983 0.9503
C -0.5702 -0.2744 -3.9032
C 0.0351 -1.4824 -4.2311
C -3.2401 0.5777 3.5171
C -0.0646 0.4801 -2.8382
C 3.2884 0.2412 1.4005
C -2.1426 3.3010 -0.3922
C -0.9641 5.3554 -0.5954
C 4.1334 0.5349 -0.8662
C 1.6193 -1.2061 -2.4169
C -2.1684 4.6626 -0.4104
C 1.0448 0.0198 -2.0788
C 0.2032 4.6460 -0.7415
C -0.6553 -5.4073 -0.1519
C 5.4220 0.3419 -0.4025
C -3.7640 0.3028 1.3600
C 1.1356 -1.9252 -3.5054
C -2.4356 0.7931 4.7398
H 2.4664 0.2183 2.1063
H -1.8830 1.7333 4.6901
H 2.1728 3.0627 -1.0521
H -3.0551 2.7341 -0.2819
H -1.3871 0.1131 -4.4996
H 0.3938 -6.6947 1.0364
H -0.9502 6.4377 -0.6225
H -0.3234 -2.0542 -5.0771
H -0.3910 1.5222 -2.7504
H -1.2483 -7.3000 -0.6337
H 2.4630 -1.5841 -1.8530
H -1.7391 -0.0300 4.9089
H -1.0083 1.4476 2.0642
H 1.1506 5.1499 -0.8795
H 3.9675 0.7299 -1.9198
H -3.1181 0.8438 5.5860
H 4.7727 -0.1389 2.8971
H -2.0290 -6.0216 -1.4966
H -5.7974 0.1674 1.8629
H 1.6324 -2.8421 -3.7968
H 6.2562 0.3864 -1.0893
H 0.7626 -5.0230 1.2471
H -3.1084 5.1838 -0.2980
H -0.8551 -0.1925 2.2217
H 6.6540 -0.0467 1.3070
```

***

- Look up the net charge of the third one.
  -1